DFT (ωB97M-V with the def2-TZVPD basis set) results for C14H23AuN2O4Si2 as an isolated structure at a distorted geometry.

Last column: Mulliken charge in e.
Cartesian coordinates (Å):
Au (12.732, 7.474, 6.037)  0.12
O (19.521, 7.491, 9.739)  -0.78
C (19.430, 7.775, 8.508)  0.52
O (20.240, 8.405, 7.769)  -0.76
C (18.151, 7.339, 7.867)  0.71
C (17.815, 7.571, 6.565)  -0.72
N (16.590, 7.069, 6.341)  0.26
N (16.067, 6.515, 7.427)  -0.69
C (17.002, 6.624, 8.371)  -0.15
C (16.673, 6.069, 9.719)  0.64
O (17.552, 6.374, 10.646)  -0.60
O (15.671, 5.406, 9.958)  -0.65
H (18.417, 6.810, 10.290)  0.50
H (18.343, 8.048, 5.762)  0.49
H (16.058, 7.294, 5.509)  0.22
C (11.622, 10.231, 7.746)  -0.91
Si (12.624, 10.414, 6.145)  0.40
C (11.429, 10.234, 4.687)  -0.83
C (13.048, 12.312, 6.112)  -1.15
C (13.990, 9.154, 5.913)  -1.29
H (10.831, 10.993, 7.758)  0.23
H (12.336, 10.435, 8.572)  0.28
H (11.229, 9.220, 7.832)  0.27
H (10.936, 11.179, 4.415)  0.32
H (10.596, 9.511, 4.885)  0.03
H (11.906, 9.785, 3.771)  0.29
H (12.126, 12.882, 6.195)  0.29
H (13.596, 12.576, 5.193)  0.26
H (13.640, 12.626, 6.974)  0.31
H (14.641, 9.161, 6.787)  0.38
H (14.626, 9.331, 5.063)  0.45
C (8.337, 6.454, 4.229)  -0.94
Si (8.399, 6.071, 6.073)  0.39
C (7.022, 4.781, 6.519)  -1.00
C (8.173, 7.605, 7.204)  -0.69
C (10.120, 5.596, 6.375)  -0.64
C (11.196, 6.180, 6.336)  0.21
H (7.342, 6.695, 3.853)  0.30
H (8.675, 5.552, 3.679)  0.29
H (9.063, 7.236, 3.994)  0.22
H (6.027, 5.072, 6.198)  0.30
H (7.035, 4.600, 7.609)  0.26
H (7.265, 3.843, 6.029)  0.29
H (7.195, 8.174, 7.202)  0.31
H (9.029, 8.244, 7.018)  -0.02
H (8.274, 7.167, 8.203)  0.26

Computed properties:
Net charge: -2
Kohn-Sham gap in eV: 7.8
HOMO energy in eV: -3.2

***

DFT (ωB97M-V with the def2-TZVPD basis set) results for C24H28FN7O7RuS2 as an isolated structure at a distorted geometry.

Last column: Löwdin spin population.
Cartesian coordinates (Å):
Ru (4.662, -13.036, 7.765)  3.91
C (9.036, -11.984, 9.028)  0.00
C (7.736, -12.120, 8.293)  0.01
N (6.575, -12.276, 8.853)  0.08
N (6.421, -12.271, 10.201)  0.00
C (5.216, -11.822, 10.591)  0.04
N (5.012, -11.918, 11.924)  0.02
S (4.073, -11.287, 9.495)  0.14
C (7.692, -12.450, 6.808)  0.01
C (8.832, -12.338, 6.053)  0.00
C (8.784, -12.607, 4.699)  0.00
C (7.613, -13.080, 4.113)  0.00
C (6.533, -13.294, 4.964)  0.01
N (6.558, -12.900, 6.216)  0.08
H (9.807, -11.466, 8.419)  0.00
H (9.317, -12.979, 9.379)  0.00
H (8.880, -11.277, 9.890)  0.00
H (6.816, -13.111, 10.566)  0.00
H (5.697, -12.364, 12.448)  0.00
H (4.085, -12.193, 12.119)  0.00
H (9.748, -12.030, 6.482)  0.00
H (9.671, -12.618, 4.086)  0.00
H (7.416, -13.274, 3.050)  0.00
H (5.556, -13.742, 4.740)  0.00
O (6.939, -14.991, 9.371)  0.00
S (5.527, -15.315, 9.333)  0.01
O (5.180, -16.632, 9.710)  0.02
O (5.097, -15.137, 7.880)  0.21
O (4.633, -14.245, 9.957)  0.10
C (-0.270, -18.143, 5.983)  0.00
C (1.222, -18.223, 5.713)  0.00
N (1.903, -17.146, 6.497)  0.01
C (2.377, -16.101, 5.747)  0.00
C (2.470, -14.804, 6.233)  0.01
C (3.102, -13.846, 5.251)  0.02
O (3.070, -14.004, 4.072)  0.02
O (3.826, -12.932, 5.839)  0.17
C (2.288, -14.582, 7.634)  0.02
O (2.516, -13.501, 8.185)  0.07
C (2.006, -15.775, 8.449)  0.00
C (2.048, -15.577, 9.851)  0.00
C (1.745, -16.653, 10.636)  0.00
F (1.806, -16.623, 11.948)  0.00
C (1.472, -17.913, 10.086)  0.00
C (1.480, -18.131, 8.730)  0.00
C (1.738, -17.024, 7.888)  0.00
N (1.109, -19.042, 10.821)  0.00
C (1.734, -19.384, 12.057)  0.00
C (1.785, -20.968, 12.077)  0.00
N (0.894, -21.347, 10.967)  0.00
C (-0.494, -20.787, 11.212)  0.00
C (-0.318, -19.329, 10.817)  0.00
H (-0.885, -18.823, 5.327)  0.00
H (-0.540, -17.063, 5.821)  0.00
H (-0.559, -18.374, 6.998)  0.00
H (1.344, -18.005, 4.699)  0.00
H (1.576, -19.238, 5.895)  0.00
H (2.381, -16.260, 4.673)  0.00
H (2.328, -14.628, 10.194)  0.00
H (1.248, -19.101, 8.289)  0.00
H (1.185, -18.983, 12.973)  0.00
H (2.719, -18.970, 12.096)  0.00
H (1.428, -21.440, 13.021)  0.00
H (2.816, -21.296, 11.918)  0.00
H (0.702, -22.379, 10.933)  0.00
H (1.352, -20.907, 10.194)  0.00
H (-0.657, -20.884, 12.302)  0.00
H (-1.241, -21.377, 10.657)  0.00
H (-0.748, -18.523, 11.447)  0.00
H (-0.595, -19.071, 9.834)  0.00

Computed properties:
Spin multiplicity: 6
Net charge: +1
Kohn-Sham gap (alpha / beta) in eV: 7.0 / 7.5
HOMO energy (alpha / beta) in eV: -9.9 / -10.5

***

DFT (ωB97M-V with the def2-TZVPD basis set) results for C27H70O24S7V as an isolated structure at a distorted geometry.

Last column: Löwdin spin population.
Cartesian coordinates (Å):
O (-0.206, 3.163, 3.232)  -0.13
V (-0.604, 3.685, 1.820)  1.11
C (-0.002, -0.073, 0.151)  0.00
C (-0.191, 1.449, -0.091)  0.00
C (-0.507, 1.670, -1.563)  0.00
O (-1.125, 2.025, 0.751)  0.00
H (0.415, -0.273, 1.134)  0.00
H (0.672, -0.462, -0.615)  0.00
H (-0.987, -0.519, 0.006)  0.00
H (0.838, 1.824, 0.029)  0.00
H (0.174, 1.158, -2.250)  0.00
H (-0.469, 2.711, -1.898)  0.00
H (-1.520, 1.317, -1.792)  0.00
C (3.182, 5.839, 0.723)  0.00
C (2.043, 4.951, 0.262)  0.00
C (2.494, 3.864, -0.700)  0.00
O (1.268, 4.517, 1.333)  0.01
H (4.044, 5.324, 1.150)  0.00
H (2.872, 6.546, 1.494)  0.00
H (3.451, 6.445, -0.146)  0.00
H (1.401, 5.562, -0.407)  0.00
H (3.072, 4.246, -1.544)  0.00
H (1.676, 3.313, -1.172)  0.00
H (3.100, 3.132, -0.157)  0.00
O (-6.196, 1.516, -0.408)  0.00
S (-5.474, 0.324, -0.733)  0.00
O (-6.140, -0.937, -0.788)  0.00
O (-4.780, 0.610, -2.177)  0.00
C (-4.450, -0.565, -2.935)  0.00
C (-3.610, -0.141, -4.111)  0.00
C (-4.027, 0.227, 0.336)  0.00
H (-5.354, -1.082, -3.253)  0.00
H (-3.860, -1.287, -2.362)  0.00
H (-3.337, -1.026, -4.687)  0.00
H (-2.739, 0.424, -3.779)  0.00
H (-4.225, 0.475, -4.772)  0.00
H (-3.834, 1.210, 0.749)  0.00
H (-3.200, -0.137, -0.265)  0.00
H (-4.305, -0.489, 1.105)  0.00
O (4.917, 0.337, 6.878)  0.00
S (4.386, 1.524, 6.303)  0.00
O (5.145, 2.711, 6.074)  0.00
O (3.755, 1.062, 4.909)  0.00
C (3.081, 2.003, 4.077)  0.00
C (2.620, 1.291, 2.823)  0.00
C (2.921, 2.024, 7.204)  0.00
H (3.776, 2.795, 3.794)  0.00
H (2.212, 2.473, 4.540)  0.00
H (1.601, 0.906, 2.876)  0.00
H (3.228, 0.410, 2.603)  0.00
H (2.696, 1.926, 1.941)  0.00
H (2.421, 2.826, 6.664)  0.00
H (3.326, 2.545, 8.073)  0.00
H (2.218, 1.237, 7.449)  0.00
O (-3.645, -3.561, 3.358)  0.00
S (-2.504, -3.562, 2.499)  0.00
O (-2.236, -2.551, 1.533)  0.00
O (-1.171, -3.645, 3.439)  0.00
C (-1.363, -4.165, 4.753)  0.00
C (-0.001, -4.281, 5.418)  0.00
C (-2.380, -5.180, 1.736)  0.00
H (-1.873, -5.130, 4.811)  0.00
H (-1.972, -3.504, 5.373)  0.00
H (0.799, -4.535, 4.721)  0.00
H (-0.060, -4.988, 6.242)  0.00
H (0.345, -3.305, 5.767)  0.00
H (-2.731, -5.937, 2.432)  0.00
H (-1.349, -5.336, 1.428)  0.00
H (-3.017, -5.150, 0.852)  0.00
O (-2.824, -4.363, -3.662)  0.00
S (-2.444, -4.047, -2.322)  0.00
O (-3.430, -3.785, -1.326)  0.00
O (-1.583, -5.272, -1.723)  0.00
C (-0.727, -5.982, -2.636)  0.00
C (-0.548, -7.335, -1.973)  0.00
C (-1.159, -2.778, -2.291)  0.00
H (0.232, -5.459, -2.705)  0.00
H (-1.021, -6.158, -3.671)  0.00
H (-1.530, -7.808, -1.888)  0.00
H (-0.200, -7.227, -0.947)  0.00
H (0.095, -8.068, -2.456)  0.00
H (-1.534, -1.774, -2.104)  0.00
H (-0.554, -2.868, -3.190)  0.00
H (-0.524, -2.983, -1.431)  0.00
O (4.463, 1.387, -5.789)  0.00
S (3.682, 2.058, -4.809)  0.00
O (4.125, 2.081, -3.450)  0.00
O (3.398, 3.539, -5.334)  0.00
C (2.438, 4.361, -4.621)  0.00
C (3.149, 5.665, -4.317)  0.00
C (2.027, 1.373, -4.822)  0.00
H (2.090, 3.838, -3.731)  0.00
H (1.617, 4.474, -5.332)  0.00
H (3.767, 5.489, -3.434)  0.00
H (2.532, 6.524, -4.055)  0.00
H (3.806, 5.953, -5.135)  0.00
H (1.427, 1.599, -3.945)  0.00
H (2.138, 0.291, -4.870)  0.00
H (1.511, 1.730, -5.712)  0.00
O (0.698, -7.135, 1.239)  0.00
S (2.049, -6.951, 0.793)  0.00
O (2.493, -7.401, -0.481)  0.00
O (2.423, -5.402, 0.927)  0.00
C (1.721, -4.609, 1.903)  0.00
C (1.210, -3.374, 1.188)  0.00
C (3.144, -7.552, 2.065)  0.00
H (2.448, -4.377, 2.684)  0.00
H (0.897, -5.124, 2.394)  0.00
H (0.733, -3.562, 0.225)  0.00
H (2.048, -2.720, 0.949)  0.00
H (0.430, -2.928, 1.801)  0.00
H (2.919, -7.028, 2.991)  0.00
H (4.147, -7.277, 1.744)  0.00
H (3.064, -8.629, 2.185)  0.00
O (-2.724, 7.035, 0.752)  0.00
S (-2.304, 6.013, -0.140)  0.00
O (-1.690, 4.792, 0.362)  0.01
O (-3.566, 5.677, -1.027)  0.00
C (-3.890, 4.287, -1.348)  0.00
C (-3.208, 3.861, -2.630)  0.00
C (-1.214, 6.745, -1.361)  0.00
H (-4.966, 4.281, -1.510)  0.00
H (-3.707, 3.549, -0.569)  0.00
H (-3.575, 4.244, -3.582)  0.00
H (-3.557, 2.824, -2.742)  0.00
H (-2.124, 3.844, -2.553)  0.00
H (-1.567, 7.763, -1.503)  0.00
H (-1.285, 6.156, -2.272)  0.00
H (-0.174, 6.770, -1.042)  0.00

Computed properties:
Spin multiplicity: 2
Kohn-Sham gap (alpha / beta) in eV: 8.4 / 8.8
HOMO energy (alpha / beta) in eV: -9.3 / -9.4

***

DFT (ωB97M-V with the def2-TZVPD basis set) results for an isolated ion of composition FHNOS and charge -1 at a distorted geometry.

Last column: Mulliken charge in e.
Cartesian coordinates (Å):
N (-2.054, 0.207, 0.456)  -0.26
O (-0.626, 2.080, 0.271)  -0.55
F (-2.727, -1.004, -0.087)  -0.31
S (-0.872, 0.801, -0.440)  0.11
H (0.554, 0.209, 0.062)  0.01

Computed properties:
Net charge: -1
Kohn-Sham gap in eV: 7.4
HOMO energy in eV: -3.1

***

DFT (ωB97M-V with the def2-TZVPD basis set) results for a 2-piece molecular cluster, C6H10ClN overall at a distorted geometry.

Last column: Mulliken charge in e.
Cartesian coordinates (Å):
C (-2.229, -0.246, -1.570)  -0.48
C (-1.784, 0.273, -0.467)  -0.03
C (0.787, 0.243, 0.543)  0.33
C (1.012, -2.078, 0.787)  -1.00
C (0.596, 2.140, -0.792)  -0.56
C (1.209, -0.736, 1.575)  -0.40
N (1.259, 1.255, 0.118)  -0.40
Cl (-2.567, 0.877, 0.945)  -0.16
H (-3.334, -0.533, -1.819)  0.21
H (-1.606, -0.333, -2.457)  0.21
H (1.409, -1.845, -0.141)  0.40
H (1.352, -2.872, 1.483)  0.32
H (-0.076, -2.110, 0.785)  0.25
H (1.322, 2.828, -1.196)  0.31
H (-0.280, 2.628, -0.288)  0.26
H (0.135, 1.524, -1.704)  0.15
H (2.201, -0.423, 1.769)  0.31
H (0.595, -0.591, 2.431)  0.29

Computed properties:
Kohn-Sham gap (alpha / beta) in eV: 7.0 / 8.3
HOMO energy (alpha / beta) in eV: -7.3 / -8.2

***

DFT (ωB97M-V with the def2-TZVPD basis set) results for a 4-piece molecular cluster, C2H9NOSi overall at a distorted geometry.

Last column: Mulliken charge in e.
Cartesian coordinates (Å):
C (0.939, -1.631, 0.872)  -0.58
C (-0.722, -0.504, -0.218)  -0.02
N (-0.136, -1.569, 0.027)  -0.39
O (1.138, 2.320, 0.100)  -0.17
Si (1.781, 3.658, -0.144)  0.28
H (0.725, -1.829, 1.880)  0.28
H (1.707, -2.411, 0.535)  0.22
H (1.406, -0.624, 0.958)  0.20
H (-1.386, -0.419, -1.027)  0.28
H (-0.312, 0.427, 0.196)  0.03
H (-4.479, -3.214, -1.263)  -0.04
H (-5.343, -3.002, -1.416)  0.05
H (2.247, 4.332, -1.364)  -0.07
H (2.436, 4.467, 0.866)  -0.07

Computed properties:
Kohn-Sham gap in eV: 8.0
HOMO energy in eV: -8.8

***

no.,DFT total energy (hartree)
1,-1672.51807
2,-2832.14788
3,-6607.70059
4,-628.54154
5,-749.35232
6,-500.95361